Record 1
{"formula": "C38H33F9N6O3OsP", "method": "ωB97M-V/def2-TZVPD", "elements": ["Os", "N", "P", "C", "C", "C", "C", "C", "C", "C", "C", "C", "C", "C", "C", "C", "C", "C", "C", "C", "N", "H", "H", "H", "H", "H", "H", "H", "H", "H", "H", "H", "H", "H", "H", "H", "F", "C", "F", "F", "C", "O", "C", "F", "F", "F", "C", "F", "F", "F", "C", "N", "N", "C", "O", "C", "C", "C", "C", "C", "C", "C", "C", "C", "H", "H", "H", "H", "H", "H", "H", "H", "H", "H", "H", "H", "N", "C", "O", "C", "C", "C", "N", "C", "C", "H", "H", "H", "H", "H", "H"], "coordinates": [[-14.332, 7.912, 11.586], [-14.101, 10.905, 11.676], [-15.327, 9.833, 12.325], [-16.951, 10.138, 11.776], [-18.034, 9.463, 12.436], [-19.376, 9.631, 12.007], [-19.605, 10.503, 10.934], [-18.589, 11.271, 10.360], [-17.282, 11.095, 10.796], [-15.211, 10.212, 14.090], [-13.876, 10.336, 14.506], [-13.565, 10.680, 15.831], [-14.606, 10.745, 16.744], [-15.917, 10.622, 16.326], [-16.237, 10.480, 14.972], [-13.278, 10.456, 10.705], [-12.407, 11.285, 9.972], [-11.936, 10.857, 8.701], [-12.205, 9.559, 8.251], [-13.004, 8.713, 9.026], [-13.500, 9.172, 10.282], [-14.155, 11.950, 11.852], [-17.781, 8.699, 13.227], [-20.199, 9.010, 12.368], [-20.629, 10.662, 10.685], [-18.836, 11.860, 9.431], [-16.457, 11.715, 10.459], [-13.041, 10.196, 13.849], [-12.516, 10.765, 16.130], [-14.453, 10.867, 17.808], [-16.700, 10.711, 17.110], [-17.282, 10.504, 14.716], [-12.332, 12.344, 10.227], [-11.631, 11.643, 8.040], [-11.897, 9.031, 7.288], [-13.371, 7.783, 8.635], [-10.888, 6.023, 9.587], [-10.593, 6.375, 10.915], [-9.484, 5.777, 11.276], [-10.367, 7.716, 10.873], [-11.747, 6.180, 11.928], [-12.852, 6.599, 11.255], [-11.499, 6.939, 13.288], [-10.197, 6.767, 13.708], [-11.742, 8.253, 13.226], [-12.246, 6.414, 14.301], [-11.921, 4.649, 12.215], [-11.033, 4.139, 13.044], [-11.852, 3.939, 11.078], [-13.162, 4.381, 12.735], [-16.008, 2.478, 14.436], [-15.509, 3.821, 14.167], [-15.863, 4.560, 12.934], [-15.667, 5.875, 13.136], [-15.860, 6.740, 12.201], [-15.110, 6.034, 14.434], [-15.178, 4.775, 15.083], [-14.802, 4.335, 16.439], [-16.062, 3.942, 11.590], [-15.340, 2.838, 11.120], [-15.492, 2.451, 9.780], [-16.500, 2.973, 8.951], [-17.203, 4.030, 9.505], [-16.933, 4.607, 10.730], [-16.155, 1.923, 13.439], [-16.966, 2.462, 14.861], [-15.277, 1.934, 15.019], [-14.731, 6.927, 14.847], [-14.203, 5.068, 16.938], [-14.175, 3.475, 16.430], [-15.697, 4.170, 17.002], [-14.723, 2.279, 11.816], [-14.842, 1.626, 9.389], [-16.677, 2.556, 7.930], [-18.016, 4.446, 8.909], [-17.504, 5.411, 11.155], [-24.147, 2.584, 13.941], [-24.024, 3.254, 12.768], [-24.456, 2.731, 11.675], [-23.197, 4.497, 12.846], [-22.919, 5.144, 14.061], [-21.848, 6.016, 14.093], [-21.060, 6.259, 13.025], [-21.471, 5.846, 11.815], [-22.523, 4.955, 11.663], [-24.415, 1.593, 13.850], [-23.552, 2.788, 14.734], [-23.486, 4.974, 15.015], [-21.654, 6.472, 15.064], [-20.893, 6.180, 10.903], [-22.774, 4.712, 10.606]], "max_force_ev_per_a": 3.4, "orbital_gap_ev": [6.84, 3.48], "mol_weight_g_mol": 1013.9, "de_lowest_ev": 0.891, "s_squared": 6.021, "charge": 3, "homo_ev": [-15.567, -15.552], "spin_multiplicity": 5, "total_energy_ev": -91209.742}

=====

Record 2
{"formula": "C7H15O6S", "method": "ωB97M-V/def2-TZVPD", "elements": ["C", "O", "C", "C", "C", "S", "O", "O", "O", "C", "H", "H", "H", "H", "H", "H", "H", "H", "H", "H", "H", "H", "C", "C", "O", "O", "H", "H", "H"], "coordinates": [[0.641, 0.180, 0.996], [0.422, -0.536, -0.230], [-0.162, 0.268, -1.208], [-0.777, -0.568, -2.345], [-2.277, -0.925, -2.201], [-2.984, -1.288, -0.599], [-3.481, -0.067, -0.024], [-2.176, -2.209, 0.149], [0.004, -1.667, -2.773], [-0.014, -2.853, -1.988], [-0.242, 0.093, 1.634], [0.870, 1.234, 0.834], [1.505, -0.262, 1.490], [0.585, 0.939, -1.656], [-0.945, 0.904, -0.767], [-0.755, 0.086, -3.224], [-2.507, -1.791, -2.830], [-2.882, -0.085, -2.547], [-4.073, -1.992, -1.024], [-0.995, -3.344, -2.040], [0.728, -3.513, -2.437], [0.230, -2.653, -0.949], [3.132, 2.993, 3.918], [2.228, 2.690, 2.700], [1.005, 2.547, 2.926], [2.820, 2.616, 1.596], [2.553, 3.043, 4.840], [3.897, 2.218, 4.003], [3.650, 3.941, 3.756]], "max_force_ev_per_a": 0.3, "orbital_gap_ev": 6.19, "mol_weight_g_mol": 227.3, "charge": -1, "homo_ev": -4.103, "total_energy_ev": -30621.712}

=====

Record 3
{"formula": "C30H29N3O4", "method": "ωB97M-V/def2-TZVPD", "elements": ["C", "C", "C", "C", "C", "C", "C", "H", "O", "C", "C", "O", "N", "H", "C", "C", "O", "N", "N", "C", "C", "C", "C", "C", "C", "C", "C", "C", "C", "C", "H", "H", "H", "H", "H", "H", "O", "C", "C", "C", "C", "C", "C", "C", "H", "H", "H", "H", "H", "H", "H", "H", "H", "C", "H", "H", "H", "H", "H", "H", "H", "H", "H", "H", "H", "H"], "coordinates": [[-2.059, 2.219, -2.130], [-0.826, 1.375, -2.144], [-0.889, -0.011, -2.172], [0.270, -0.768, -2.148], [1.510, -0.161, -2.084], [1.584, 1.226, -2.066], [0.423, 1.983, -2.103], [0.490, 3.061, -2.096], [2.805, 1.897, -2.032], [3.599, 1.598, -0.902], [2.882, 2.072, 0.366], [2.737, 1.353, 1.340], [2.410, 3.324, 0.242], [2.518, 3.732, -0.676], [1.483, 4.008, 1.138], [0.067, 3.418, 0.962], [-0.851, 4.069, 0.517], [-0.002, 2.112, 1.312], [-1.081, 1.358, 1.003], [-0.943, 0.096, 1.103], [-1.933, -0.889, 0.744], [-1.469, -2.200, 0.578], [-2.358, -3.228, 0.222], [-3.682, -2.957, 0.018], [-4.189, -1.651, 0.152], [-5.553, -1.372, -0.078], [-6.038, -0.102, 0.050], [-5.174, 0.938, 0.422], [-3.847, 0.699, 0.656], [-3.310, -0.598, 0.523], [-3.185, 1.502, 0.932], [-5.565, 1.940, 0.524], [-7.083, 0.107, -0.130], [-6.205, -2.188, -0.358], [-4.358, -3.754, -0.257], [-2.001, -4.240, 0.115], [-0.138, -2.401, 0.756], [0.447, -3.631, 0.398], [1.952, -3.501, 0.395], [2.586, -2.294, 0.647], [3.968, -2.217, 0.638], [4.729, -3.340, 0.366], [4.100, -4.547, 0.105], [2.720, -4.627, 0.123], [2.232, -5.571, -0.075], [4.686, -5.428, -0.108], [5.807, -3.279, 0.358], [4.446, -1.273, 0.855], [2.003, -1.412, 0.855], [0.114, -3.938, -0.605], [0.153, -4.419, 1.110], [0.014, -0.317, 1.440], [0.848, 1.633, 1.632], [1.953, 3.986, 2.590], [2.901, 4.512, 2.677], [1.216, 4.484, 3.215], [2.093, 2.970, 2.946], [1.426, 5.047, 0.797], [4.540, 2.138, -1.037], [3.807, 0.527, -0.809], [2.408, -0.760, -2.060], [0.211, -1.845, -2.180], [-1.851, -0.501, -2.206], [-2.952, 1.603, -2.068], [-2.111, 2.831, -3.030], [-2.034, 2.888, -1.271]], "max_force_ev_per_a": 1.2, "orbital_gap_ev": 7.73, "mol_weight_g_mol": 495.6, "smiles": "Cc1cccc(OCC(=O)N[C@H](C)C(=O)N/N=C/c2c(OCc3ccccc3)ccc3ccccc23)c1", "de_lowest_ev": 1.025, "homo_ev": -7.717, "total_energy_ev": -44241.284}

=====

Record 4
{"formula": "C10H6LuN2O5", "method": "ωB97M-V/def2-TZVPD", "elements": ["O", "C", "Lu", "O", "C", "C", "O", "C", "O", "N", "C", "O", "C", "C", "C", "C", "N", "C", "H", "H", "H", "H", "H", "H"], "coordinates": [[1.836, 3.843, -0.452], [0.888, 3.154, -0.595], [-0.947, 1.684, -1.033], [2.853, 2.068, -4.528], [1.948, 2.035, -3.826], [-2.107, 3.973, -1.432], [-2.468, 5.040, -1.760], [-1.655, 0.780, -3.176], [-1.926, 0.339, -4.232], [-1.320, -3.107, 2.871], [-1.585, -2.137, 1.952], [-2.712, -1.774, 1.635], [-0.364, -1.507, 1.352], [0.942, -1.850, 1.704], [2.042, -1.209, 1.120], [1.839, -0.165, 0.217], [0.555, 0.239, -0.096], [-0.532, -0.470, 0.414], [-2.142, -3.571, 3.294], [-0.437, -3.446, 3.099], [1.145, -2.624, 2.427], [3.072, -1.495, 1.352], [2.630, 0.392, -0.316], [-1.555, -0.193, 0.007]], "max_force_ev_per_a": 8.7, "orbital_gap_ev": 5.43, "mol_weight_g_mol": 409.1, "de_lowest_ev": 1.787, "charge": 3, "homo_ev": -19.194, "total_energy_ev": -57272.819}